(1)
{
  "formula": "CH6S2",
  "method": "ωB97M-V with the def2-TZVPD basis set",
  "smiles": "CS.S",
  "gap_ha": 0.367,
  "e_lumo_ev": 0.8514,
  "homo_energy_ev": -9.13,
  "elements": ["S", "H", "H", "C", "S", "H", "H", "H", "H"],
  "positions_angstrom": [[-1.843, 2.302, -2.273], [-2.886, 2.656, -2.872], [-1.148, 3.527, -2.371], [0.472, -1.624, 1.147], [1.913, -0.328, 1.231], [0.191, -2.092, 0.167], [0.740, -2.238, 2.007], [-0.397, -1.061, 1.517], [2.958, -1.141, 1.447]]
}



(2)
{
  "formula": "CH6S2",
  "method": "ωB97M-V with the def2-TZVPD basis set",
  "smiles": "SS.C",
  "gap_ha": 0.349,
  "e_lumo_ev": 0.3487,
  "homo_energy_ev": -9.16,
  "elements": ["C", "H", "H", "H", "H", "S", "S", "H", "H"],
  "positions_angstrom": [[0.923, 0.762, -1.255], [1.817, 1.274, -1.621], [0.788, -0.166, -1.795], [0.066, 1.413, -1.371], [1.201, 0.651, -0.220], [-0.729, 0.063, 1.556], [-1.679, -1.486, 0.660], [0.107, -0.425, 2.494], [-2.493, -2.087, 1.551]]
}



Verdict on stability: (1) comes out at the bottom.



(1)
{
  "formula": "C6H10N2",
  "method": "ωB97M-V with the def2-TZVPD basis set",
  "gap_ha": 0.336,
  "e_lumo_ev": 0.4556,
  "homo_energy_ev": -8.69,
  "elements": ["C", "C", "C", "C", "C", "C", "H", "H", "H", "H", "H", "H", "H", "H", "H", "H", "N", "N"],
  "positions_angstrom": [[-0.827, -0.905, -1.242], [0.016, 0.291, -0.929], [0.313, 1.473, 0.724], [0.625, 0.040, 0.472], [-0.258, -0.995, 1.442], [2.021, -0.278, -0.125], [-1.583, -0.855, -0.414], [-1.501, -1.270, -2.425], [-0.407, -2.085, -1.298], [0.857, 0.437, -1.746], [-1.581, 2.294, -0.808], [-0.268, 2.050, 1.541], [1.415, 1.995, 0.749], [-0.559, -2.202, 1.200], [0.209, -1.121, 2.439], [-1.229, -0.354, 1.571], [-0.385, 1.611, -0.584], [3.141, -0.126, -0.566]]
}



(2)
{
  "formula": "C6H10N2",
  "method": "ωB97M-V with the def2-TZVPD basis set",
  "smiles": "C#C[C@@](C)(N)/N=C/C",
  "gap_ha": 0.383,
  "e_lumo_ev": 1.1299,
  "homo_energy_ev": -9.30,
  "elements": ["C", "C", "C", "N", "C", "N", "C", "C", "H", "H", "H", "H", "H", "H", "H", "H", "H", "H"],
  "positions_angstrom": [[-0.419, 0.779, 0.019], [-0.222, 1.594, 1.294], [0.097, -2.904, 0.270], [-1.519, 1.248, -0.749], [0.332, -1.449, 0.081], [-0.559, -0.595, 0.332], [1.005, 0.937, -0.916], [1.838, 1.488, -1.591], [-2.275, 1.642, -0.203], [-1.688, 0.699, -1.583], [1.225, -0.949, -0.516], [-0.178, 2.649, 1.035], [0.702, 1.294, 1.789], [-1.057, 1.407, 1.975], [0.916, -3.335, 0.854], [-0.851, -3.085, 0.781], [0.091, -3.407, -0.703], [2.563, 1.989, -2.171]]
}



(3)
{
  "formula": "C6H10N2",
  "method": "ωB97M-V with the def2-TZVPD basis set",
  "gap_ha": 0.354,
  "e_lumo_ev": 0.9170,
  "homo_energy_ev": -8.73,
  "elements": ["C", "C", "C", "C", "C", "C", "H", "H", "H", "H", "H", "H", "H", "H", "H", "H", "N", "N"],
  "positions_angstrom": [[2.075, 0.512, 0.236], [0.713, -0.142, 0.040], [-0.740, -0.928, -0.868], [-1.172, -1.430, 0.486], [-0.179, -0.956, 1.172], [-0.637, 0.634, -0.559], [2.462, 1.231, -0.480], [2.751, -0.154, 0.528], [2.094, 1.137, 1.205], [0.903, -0.736, -1.747], [-1.283, -1.441, -1.656], [-2.186, -1.729, 0.846], [-0.161, -0.929, 2.326], [-0.350, 1.083, -1.548], [-1.650, 1.162, 1.140], [-1.608, 2.514, -0.238], [0.611, -1.223, -0.918], [-1.643, 1.396, 0.033]]
}



(4)
{
  "formula": "C6H10N2",
  "method": "ωB97M-V with the def2-TZVPD basis set",
  "smiles": "C1[C@@H]2N[C@@H]3C[C@H]3N[C@@H]12",
  "gap_ha": 0.351,
  "e_lumo_ev": 1.0306,
  "homo_energy_ev": -8.52,
  "elements": ["C", "C", "C", "C", "C", "C", "H", "H", "H", "H", "H", "H", "H", "H", "H", "H", "N", "N"],
  "positions_angstrom": [[1.724, 0.934, 1.354], [0.396, 0.253, 1.134], [-1.103, -0.580, -0.116], [-1.601, -0.987, -1.502], [-0.287, -0.209, -1.302], [1.207, 0.589, -0.042], [2.586, 0.367, 1.693], [1.595, 1.879, 1.872], [-0.389, 0.980, 1.397], [-0.623, -1.472, 1.771], [-1.651, 0.305, 0.237], [-2.577, -0.593, -1.795], [-1.456, -2.015, -1.810], [0.492, -0.942, -1.450], [-0.225, 1.807, -0.861], [1.707, -0.328, -0.324], [-0.207, -1.072, 0.966], [0.412, 1.084, -1.222]]
}



Verdict on stability: (1) comes out at the bottom.



(1)
{
  "formula": "C6H10N2",
  "method": "ωB97M-V with the def2-TZVPD basis set",
  "smiles": "C1NC2(CC2)[C@@H]2N[C@@H]12",
  "gap_ha": 0.344,
  "e_lumo_ev": 1.0336,
  "homo_energy_ev": -8.34,
  "elements": ["C", "C", "C", "C", "C", "C", "H", "H", "H", "H", "H", "H", "H", "H", "H", "H", "N", "N"],
  "positions_angstrom": [[0.673, 0.133, 1.704], [0.873, -1.304, 1.585], [0.211, -0.520, 0.451], [-1.633, 0.382, -0.892], [-0.300, 1.031, -0.948], [0.582, -0.207, -0.919], [-0.085, 0.422, 2.531], [1.752, 0.463, 1.624], [2.020, -1.570, 1.483], [0.096, -2.083, 1.970], [-1.920, -1.374, 0.303], [-2.181, -0.337, -1.551], [-2.273, 1.223, -0.680], [-0.128, 1.525, 0.003], [1.206, 0.931, -2.359], [0.509, -0.974, -1.717], [-1.375, -0.430, 0.377], [1.170, 1.099, -1.448]]
}



(2)
{
  "formula": "C6H10N2",
  "method": "ωB97M-V with the def2-TZVPD basis set",
  "smiles": "C=N/C(N)=C\\C(=C)C",
  "gap_ha": 0.331,
  "e_lumo_ev": 0.8686,
  "homo_energy_ev": -8.15,
  "elements": ["C", "C", "C", "N", "C", "C", "C", "N", "H", "H", "H", "H", "H", "H", "H", "H", "H", "H"],
  "positions_angstrom": [[0.241, 1.964, 0.957], [0.737, -1.047, -0.008], [-0.601, 0.752, 0.664], [1.272, -2.296, -0.322], [0.153, -0.613, 1.116], [0.050, -0.457, -2.196], [-1.933, 0.829, 0.561], [0.448, -0.146, -1.039], [2.015, -2.262, -1.010], [1.530, -2.830, 0.494], [-0.094, -1.250, 1.953], [1.185, 1.893, 0.413], [0.476, 2.009, 2.026], [-0.274, 2.888, 0.672], [-0.140, 0.345, -2.901], [-0.071, -1.486, -2.533], [-2.453, 1.756, 0.741], [-2.541, -0.050, 0.411]]
}



(3)
{
  "formula": "C6H10N2",
  "method": "ωB97M-V with the def2-TZVPD basis set",
  "gap_ha": 0.327,
  "e_lumo_ev": 0.0040,
  "homo_energy_ev": -8.89,
  "elements": ["C", "C", "C", "C", "C", "C", "N", "N", "H", "H", "H", "H", "H", "H", "H", "H", "H", "H"],
  "positions_angstrom": [[2.509, -1.297, 0.005], [-0.362, -0.393, -0.841], [0.508, 0.536, -0.342], [-2.508, -1.029, 0.272], [3.414, 1.004, 0.056], [-1.850, -0.300, -0.892], [2.414, -2.410, 0.294], [2.479, -0.065, -0.341], [-0.080, -1.399, -1.124], [0.516, 1.512, -0.044], [-1.802, -1.870, 0.532], [-2.322, -0.414, 1.121], [-3.485, -1.504, 0.372], [3.293, 1.598, 1.009], [4.509, 0.529, 0.142], [3.466, 1.831, -0.697], [-2.253, 0.732, -0.768], [-2.268, -0.837, -1.799]]
}



Verdict on stability: (1) comes out at the bottom.



(1)
{
  "formula": "C6H10N2",
  "method": "ωB97M-V with the def2-TZVPD basis set",
  "gap_ha": 0.312,
  "e_lumo_ev": 0.1838,
  "homo_energy_ev": -8.32,
  "elements": ["C", "C", "C", "C", "C", "C", "H", "H", "H", "H", "H", "H", "H", "H", "H", "H", "N", "N"],
  "positions_angstrom": [[-2.448, -0.424, 0.036], [-0.905, -0.506, 0.100], [-0.144, -0.439, 1.264], [1.348, 0.026, 1.178], [2.215, -0.433, 2.149], [-0.324, 0.095, -1.075], [-2.780, -1.268, -0.605], [-2.802, -0.614, 0.955], [-2.505, 0.701, -0.303], [-0.803, -0.920, 2.138], [1.588, 0.974, 0.282], [1.991, -1.123, 3.046], [3.449, -0.278, 2.465], [-0.954, -0.396, -1.909], [0.953, 2.289, -2.621], [0.303, 0.631, -3.284], [0.702, 0.734, -1.297], [1.115, 0.953, -2.520]]
}



(2)
{
  "formula": "C6H10N2",
  "method": "ωB97M-V with the def2-TZVPD basis set",
  "gap_ha": [0.309, 0.315],
  "e_lumo_ev": [0.0949, 0.1329],
  "homo_energy_ev": [-8.31, -8.45],
  "elements": ["C", "C", "C", "N", "C", "N", "C", "C", "H", "H", "H", "H", "H", "H", "H", "H", "H", "H"],
  "positions_angstrom": [[-0.168, -0.265, -1.100], [1.024, 1.905, 0.912], [-1.272, -1.068, -1.677], [1.523, 0.590, 0.527], [0.539, -0.424, 0.182], [1.014, -1.667, -0.272], [-0.679, -0.453, 1.033], [-1.608, -0.389, 1.800], [2.103, 0.178, 1.253], [0.066, 0.649, -1.644], [1.712, -1.585, -1.010], [0.379, 1.897, 1.798], [0.456, 2.341, 0.090], [1.879, 2.550, 1.108], [-0.981, -1.401, -2.680], [-1.454, -1.953, -1.068], [-2.175, -0.466, -1.799], [-2.357, -0.441, 2.547]]
}



Verdict on stability: (1) comes out at the bottom.



(1)
{
  "formula": "C6H10N2",
  "method": "ωB97M-V with the def2-TZVPD basis set",
  "smiles": "[H]/N=C(\\C)[C@@]1(C)N=C1C",
  "gap_ha": 0.363,
  "e_lumo_ev": 1.0336,
  "homo_energy_ev": -8.83,
  "elements": ["C", "C", "C", "N", "C", "C", "C", "N", "H", "H", "H", "H", "H", "H", "H", "H", "H", "H"],
  "positions_angstrom": [[-2.636, 0.679, -0.032], [1.796, -1.511, -0.430], [1.092, 1.555, 0.503], [-0.427, -1.648, 0.647], [-1.262, 0.644, -0.467], [0.522, -0.931, 0.110], [0.226, 0.480, -0.077], [-0.460, 0.874, -1.393], [-0.205, -2.648, 0.598], [-3.153, -0.203, -0.417], [-3.131, 1.581, -0.399], [-2.674, 0.639, 1.058], [2.440, -1.801, 0.405], [1.574, -2.409, -1.013], [2.323, -0.799, -1.068], [0.527, 2.470, 0.710], [1.537, 1.225, 1.446], [1.911, 1.804, -0.181]]
}



(2)
{
  "formula": "C6H10N2",
  "method": "ωB97M-V with the def2-TZVPD basis set",
  "smiles": "C=N[C@]1(CC)N=C1C",
  "gap_ha": 0.359,
  "e_lumo_ev": 0.8289,
  "homo_energy_ev": -8.94,
  "elements": ["C", "C", "C", "C", "C", "C", "N", "N", "H", "H", "H", "H", "H", "H", "H", "H", "H", "H"],
  "positions_angstrom": [[0.037, -1.476, 0.648], [-0.960, 1.882, 0.922], [-0.257, -0.114, 0.161], [0.669, -2.197, 1.775], [-0.201, 0.991, -2.215], [0.571, 0.363, -1.032], [-0.825, -1.643, -0.257], [-1.137, 0.636, 1.019], [-1.551, 2.460, 1.668], [-0.247, 2.518, 0.257], [1.674, -2.682, 1.368], [0.130, -3.071, 2.235], [0.777, -1.456, 2.664], [0.564, 1.756, -2.766], [-0.924, 1.562, -1.832], [-0.650, 0.153, -2.813], [1.306, 0.917, -0.581], [1.023, -0.598, -1.220]]
}



Verdict on stability: (2) comes out at the bottom.



(1)
{
  "formula": "C3H8NOP",
  "method": "ωB97M-V with the def2-TZVPD basis set",
  "gap_ha": [0.282, 0.312],
  "e_lumo_ev": [-0.2166, 0.3689],
  "homo_energy_ev": [-7.88, -8.11],
  "elements": ["C", "C", "C", "N", "O", "P", "H", "H", "H", "H", "H", "H", "H", "H"],
  "positions_angstrom": [[0.459, 1.109, 0.369], [-1.880, 0.501, -0.051], [-2.193, -0.935, -0.163], [1.691, 0.959, 0.468], [3.619, -0.209, -0.594], [2.485, -0.492, 0.556], [0.188, 2.228, 0.472], [-2.217, 1.328, -0.881], [-1.528, 0.896, 0.901], [-2.518, -1.160, -1.277], [-2.922, -1.159, 0.595], [-1.213, -1.495, 0.010], [4.503, -0.312, -0.251], [1.524, -1.257, -0.155]]
}



(2)
{
  "formula": "C3H8NOP",
  "method": "ωB97M-V with the def2-TZVPD basis set",
  "smiles": "[H]/N=C(\\P)[C@@H](C)O",
  "gap_ha": [0.354, 0.354],
  "e_lumo_ev": [0.0090, 0.0088],
  "homo_energy_ev": [-9.63, -9.63],
  "elements": ["C", "C", "C", "N", "O", "P", "H", "H", "H", "H", "H", "H", "H", "H"],
  "positions_angstrom": [[0.380, -0.739, -0.220], [-1.545, 0.998, -0.016], [-0.105, 0.682, -0.403], [-0.242, -1.783, -1.065], [0.615, 1.776, 0.260], [2.069, -0.930, 0.324], [-1.618, 0.900, 1.062], [-2.231, 0.253, -0.509], [-1.696, 1.958, -0.388], [-0.018, 0.960, -1.469], [0.310, -2.601, -0.869], [0.264, 1.816, 1.212], [1.758, -0.923, 1.593], [2.060, -2.367, 0.487]]
}



Verdict on stability: (1) comes out at the bottom.